Entry 1:
Molecular formula: C10H25NSi
Method: DFT, wB97M-V/def2-TZVPD

Atoms and positions in Å:
C1 -2.82 -0.32 1.22
N1 -1.54 0.32 0.98
Si1 -0.35 0.10 -0.25
C2 -1.09 -0.41 -1.97
C3 0.46 -1.62 0.14
C4 1.46 -2.10 -0.96
C5 1.21 -1.47 1.51
C6 -0.60 -2.75 0.25
C7 0.63 1.76 -0.18
C8 -0.36 2.96 -0.50
C9 1.11 2.14 1.23
C10 1.76 1.75 -1.15
H1 -2.68 -1.20 1.84
H2 -3.54 0.11 1.83
H3 -3.25 -0.82 0.35
H4 -1.56 1.10 1.55
H5 -1.57 -1.35 -1.86
H6 -2.01 0.23 -2.23
H7 -0.33 -0.26 -2.74
H8 0.87 -2.22 -1.83
H9 2.06 -1.15 -1.16
H10 2.18 -2.90 -0.69
H11 0.39 -1.36 2.12
H12 1.92 -0.62 1.46
H13 1.88 -2.30 1.78
H14 -0.78 -3.01 -0.81
H15 -0.14 -3.74 0.62
H16 -1.50 -2.46 0.78
H17 -0.54 3.20 -1.57
H18 -1.37 2.79 -0.09
H19 -0.06 3.91 -0.06
H20 0.41 2.81 1.82
H21 2.10 2.72 1.12
H22 1.29 1.23 1.80
H23 2.51 0.94 -0.75
H24 1.56 1.38 -2.16
H25 2.30 2.60 -1.44

Properties
LUMO energy in Ha: 0.028
Maximum force in eV/A: 4.1
SMILES string: CN[Si](C)(C(C)(C)C)C(C)(C)C
Energy relative to the best compared isomer or geometry (same formula, charge and spin) in kcal per mole: 0.0
E in eV: -20142.427
E_HOMO in hartree: -0.3098

=====

Entry 2:
Molecular formula: C11H13ClO2
Method: DFT, wB97M-V/def2-TZVPD

Atoms and positions in Å:
C1 0.30 -3.16 0.85
O1 -0.69 -2.41 1.48
C2 -1.46 -1.53 0.68
Cl1 -2.35 -2.44 -0.61
C3 -0.39 -0.50 -0.24
C4 -0.03 0.63 0.29
C5 0.89 1.52 -0.50
C6 0.42 1.96 -1.77
C7 1.21 2.78 -2.53
C8 2.44 3.20 -1.95
C9 2.84 2.81 -0.73
C10 2.06 1.85 -0.05
O2 -2.32 -0.82 1.38
C11 -3.13 -1.69 2.25
H1 -0.05 -3.45 -0.17
H2 0.46 -3.97 1.55
H3 1.29 -2.73 0.57
H4 -0.21 -0.83 -1.31
H5 -0.51 0.97 1.22
H6 -0.65 2.11 -1.92
H7 0.89 3.23 -3.39
H8 3.08 3.85 -2.59
H9 3.93 2.98 -0.53
H10 2.45 1.36 0.77
H11 -2.68 -2.44 2.94
H12 -3.97 -2.24 1.61
H13 -3.83 -1.04 2.71

Properties
LUMO energy in Ha: 0.032
Maximum force in eV/A: 5.5
SMILES string: COC(Cl)(/C=C/c1ccccc1)OC
Energy relative to the best compared isomer or geometry (same formula, charge and spin) in kcal per mole: 69.9
E in eV: -28231.689
E_HOMO in hartree: -0.3364

=====

Entry 3:
Molecular formula: C3H6N2S
Method: DFT, wB97M-V/def2-TZVPD

Atoms and positions in Å:
C1 0.53 -1.33 -0.23
C2 -0.90 0.45 -1.18
C3 0.20 0.00 -0.21
N1 0.80 -2.46 -0.22
N2 -0.76 0.14 1.45
S1 1.58 1.10 0.06
H1 -0.72 -0.13 -2.11
H2 -0.69 1.42 -1.49
H3 -1.71 0.09 -0.65
H4 -0.39 -0.52 2.05
H5 -0.32 1.13 1.74
H6 2.38 0.12 0.78

Properties
LUMO energy (spin up / spin down) in Ha: 0.017 / 0.017
Maximum force in eV/A: 6.0
Energy relative to the best compared isomer or geometry (same formula, charge and spin) in kcal per mole: 75.6
E in eV: -17020.762
E_HOMO (spin up / spin down) in hartree: -0.3416 / -0.3416

=====

Entry 4:
Molecular formula: C30H17BrN4O8Tc
Method: DFT, wB97M-V/def2-TZVPD

Atoms and positions in Å:
Tc1 -0.13 0.19 0.51
Br1 -6.38 -0.26 4.45
C1 -4.65 -0.17 3.64
C2 -3.71 -1.09 4.05
C3 -2.40 -1.02 3.64
C4 -2.03 -0.07 2.70
O1 -0.72 -0.10 2.30
C5 -2.98 0.85 2.28
C6 -2.69 1.75 1.22
N1 -1.56 1.77 0.56
C7 -1.44 2.75 -0.42
C8 -1.95 4.00 -0.45
C9 -1.61 4.93 -1.50
C10 -0.87 4.53 -2.56
C11 -0.35 3.20 -2.57
C12 0.46 2.73 -3.59
C13 0.91 1.41 -3.61
C14 0.66 0.67 -2.44
N2 -0.04 1.13 -1.43
C15 -0.59 2.35 -1.50
C16 -4.30 0.84 2.78
H1 -4.03 -1.84 4.66
H2 -1.69 -1.70 4.09
H3 -3.51 2.39 0.90
H4 -2.56 4.33 0.36
H5 -2.00 5.94 -1.42
H6 -0.60 5.12 -3.41
H7 0.66 3.41 -4.42
H8 1.48 0.95 -4.42
H9 1.12 -0.30 -2.33
H10 -5.01 1.61 2.53
O2 -3.14 -2.59 0.13
C17 -2.02 -2.15 0.02
O3 -1.73 -0.86 -0.04
C18 -0.83 -3.01 -0.18
C19 -1.07 -4.37 -0.34
C20 -0.05 -5.24 -0.59
C21 1.27 -4.80 -0.73
C22 1.52 -3.47 -0.55
C23 0.51 -2.58 -0.21
O4 0.90 -1.34 0.09
N3 2.87 -2.88 -0.66
O5 2.99 -1.95 -1.41
O6 3.75 -3.29 0.03
N4 -0.27 -6.68 -0.88
O7 -1.40 -7.10 -0.87
O8 0.71 -7.39 -1.10
H11 -2.11 -4.69 -0.25
H12 2.10 -5.45 -0.99
C24 1.42 0.99 0.83
C25 2.73 1.38 0.67
C26 3.08 2.66 0.18
C27 4.41 2.91 -0.17
C28 5.38 1.87 -0.01
C29 5.04 0.64 0.49
C30 3.73 0.39 0.82
H13 2.29 3.36 0.02
H14 4.78 3.81 -0.63
H15 6.41 2.16 -0.21
H16 5.78 -0.12 0.66
H17 3.44 -0.53 1.27

Properties
Charge: +1
LUMO energy in Ha: -0.190
Maximum force in eV/A: 2.6
Energy relative to the best compared isomer or geometry (same formula, charge and spin) in kcal per mole: 0.0
E in eV: -125955.034
E_HOMO in hartree: -0.4204

=====

Entry 5:
Molecular formula: C11H14N5ORuS4
Method: DFT, wB97M-V/def2-TZVPD

Atoms and positions in Å:
Ru1 -0.76 0.37 1.00
N1 -1.75 3.45 4.36
C1 -1.19 2.53 3.51
S1 -1.49 2.71 1.81
N2 -0.46 1.61 4.06
N3 0.09 0.72 3.14
C2 1.12 1.11 2.50
C3 1.85 0.10 1.67
C4 3.08 0.38 1.11
C5 3.72 -0.64 0.41
C6 3.09 -1.87 0.29
C7 1.83 -2.03 0.84
N4 1.22 -1.07 1.53
H1 -2.53 3.98 4.02
H2 -1.69 3.26 5.35
H3 1.53 2.11 2.64
H4 3.53 1.35 1.22
H5 4.69 -0.47 -0.03
H6 3.56 -2.69 -0.24
H7 1.28 -2.95 0.73
S2 -3.98 1.12 -2.09
C8 -2.81 0.88 -0.97
S3 -1.20 1.57 -1.11
S4 -3.09 0.01 0.53
C9 0.55 -1.09 -3.16
N5 -0.84 -1.40 -2.88
C10 -1.80 -1.31 -3.98
C11 -1.26 -1.60 -1.64
O1 -0.53 -1.59 -0.64
H8 0.85 -1.56 -4.09
H9 1.17 -1.46 -2.34
H10 0.68 -0.01 -3.24
H11 -1.68 -2.14 -4.67
H12 -1.64 -0.37 -4.52
H13 -2.80 -1.29 -3.57
H14 -2.34 -1.75 -1.55

Properties
<S²>: 8.7740
Spin multiplicity: 6
LUMO energy (spin up / spin down) in Ha: -0.022 / -0.065
Maximum force in eV/A: 1.2
Energy relative to the best compared isomer or geometry (same formula, charge and spin) in kcal per mole: 26.2
E in eV: -67052.305
E_HOMO (spin up / spin down) in hartree: -0.2689 / -0.2906

=====

Entry 6:
Molecular formula: C2H2F2OS
Method: DFT, wB97M-V/def2-TZVPD

Atoms and positions in Å:
O1 -2.00 -1.12 -0.16
C1 -1.44 -0.13 -0.37
F1 -2.18 1.01 -0.69
C2 0.24 0.11 0.35
F2 0.88 0.82 -0.58
S1 0.97 -1.68 0.25
H1 -0.03 0.45 1.54
H2 2.27 -1.31 0.60

Properties
LUMO energy in Ha: 0.005
Maximum force in eV/A: 4.4
SMILES string: O=C(F)[C@H](F)S
Energy relative to the best compared isomer or geometry (same formula, charge and spin) in kcal per mole: 43.3
E in eV: -20421.784
E_HOMO in hartree: -0.3679